# C18H40N5OsP3Se

A molecular structure, C18H40N5OsP3Se (ωB97M-V/def2-TZVPD, the OMol25 dataset).

The geometry in XYZ format:
```
68
C18H40N5OsP3Se | the OMol25 dataset | ωB97M-V/def2-TZVPD
Os -0.206 -0.031 -0.272
P -1.473 -1.810 0.540
P 1.346 -0.246 1.488
P 1.154 -1.085 -1.677
H -3.358 3.822 -6.288
C -3.438 2.798 -6.689
C -3.764 1.713 -5.931
H -4.043 1.836 -4.870
C -2.869 -1.315 1.626
C -0.690 -3.214 1.417
C -2.315 -2.609 -0.878
C 2.480 1.182 1.693
C 0.591 -0.330 3.144
C 2.548 -1.624 1.610
C 0.543 -0.951 -3.394
C 1.450 -2.884 -1.535
C 2.854 -0.409 -1.852
H -3.223 2.787 -7.775
H -3.872 0.691 -6.321
H -3.656 -0.882 0.993
H -2.537 -0.545 2.336
H -3.280 -2.166 2.188
H -0.139 -2.890 2.306
H 0.015 -3.743 0.766
H -1.460 -3.927 1.742
H -2.931 -1.861 -1.391
H -2.965 -3.426 -0.538
H -1.596 -3.005 -1.605
H 3.122 0.949 2.555
H 1.905 2.094 1.909
H 3.102 1.329 0.799
H 1.421 -0.454 3.851
H -0.112 -1.163 3.250
H 0.083 0.625 3.327
H 3.130 -1.418 2.518
H 3.238 -1.668 0.760
H 2.047 -2.590 1.730
H 1.163 -1.577 -4.052
H 0.582 0.095 -3.728
H -0.499 -1.291 -3.444
H 2.018 -3.221 -2.415
H 0.510 -3.447 -1.508
H 2.031 -3.137 -0.641
H 3.358 -0.933 -2.677
H 3.447 -0.531 -0.938
H 2.800 0.665 -2.088
C 0.547 2.702 -2.945
C -0.782 2.685 -3.406
C -1.084 3.198 -4.660
C -0.069 3.612 -5.534
C 1.253 3.641 -5.069
C 1.574 3.189 -3.790
Se 0.903 2.242 -1.136
H -0.788 0.881 -1.519
H -1.571 2.266 -2.777
H -2.128 3.207 -4.941
H -0.259 3.922 -6.564
H 2.026 4.038 -5.725
H 2.598 3.201 -3.403
N -1.444 4.052 2.917
N -1.787 2.906 2.231
N -2.751 3.072 1.259
C -2.426 2.113 0.412
N -1.349 1.377 0.809
N -0.859 1.989 1.931
H -0.985 3.827 3.790
H -2.276 4.630 3.015
H -3.001 2.024 -0.507
```

Total charge = +4
Energy relative to the best compared isomer or geometry (same formula, charge and spin) = 125.46 kJ/mol
Calculated total energy = -4498.06085 Ha
Spin multiplicity = 5
HOMO-LUMO gap (spin up / spin down) = 6.629 / 2.545 eV

=====

# C18H41As3AuN2OS

A molecular structure, C18H41As3AuN2OS (ωB97M-V/def2-TZVPD, the OMol25 dataset).

The geometry in XYZ format:
```
67
C18H41As3AuN2OS | the OMol25 dataset | ωB97M-V/def2-TZVPD
Au 1.328 0.530 1.819
C 1.327 4.176 1.114
As 0.235 2.588 1.327
C -0.889 3.101 2.817
C -0.949 2.760 -0.223
C -1.835 1.567 -0.652
C -2.345 0.807 0.572
C -1.092 0.636 -1.616
As 0.601 -0.239 -1.100
C 0.715 -1.318 -2.731
C 1.855 1.135 -1.745
C -3.028 2.207 -1.400
As -4.422 1.263 -2.450
C -4.583 -0.528 -1.665
C -3.400 0.743 -4.042
H 0.698 5.063 1.045
H 1.937 4.095 0.216
H 1.978 4.261 1.983
H -1.560 3.908 2.527
H -0.243 3.438 3.626
H -1.463 2.242 3.159
H -0.328 3.093 -1.058
H -1.585 3.605 0.054
H -1.533 0.353 1.147
H -3.030 0.013 0.271
H -2.898 1.473 1.239
H -0.878 1.165 -2.550
H -1.758 -0.190 -1.871
H 0.654 -0.678 -3.612
H -0.101 -2.040 -2.760
H 1.660 -1.860 -2.746
H 1.467 1.608 -2.649
H 2.804 0.656 -1.987
H 2.041 1.894 -0.986
H -2.645 2.923 -2.137
H -3.600 2.802 -0.682
H -5.054 -0.477 -0.684
H -3.640 -1.071 -1.597
H -5.250 -1.080 -2.327
H -2.864 1.609 -4.431
H -4.113 0.422 -4.801
H -2.694 -0.066 -3.859
S -0.055 -1.218 3.165
C -0.031 -2.491 2.012
N 1.035 -3.279 1.880
C 1.116 -4.411 0.960
C -0.282 -4.959 0.737
C -1.183 -3.827 0.277
N -1.087 -2.723 1.230
H 1.810 -3.055 2.485
H 1.774 -5.159 1.397
H 1.554 -4.088 0.012
H -0.665 -5.375 1.671
H -0.262 -5.753 -0.007
H -2.224 -4.139 0.222
H -0.880 -3.483 -0.716
H -1.891 -2.147 1.421
C 4.650 0.984 1.140
C 4.433 -0.240 1.979
C 5.616 -0.982 2.522
O 3.307 -0.638 2.244
H 5.693 1.287 1.105
H 4.029 1.797 1.519
H 4.305 0.763 0.126
H 6.499 -0.865 1.897
H 5.373 -2.032 2.663
H 5.844 -0.556 3.504
```

Total charge = +1
Energy relative to the best compared isomer or geometry (same formula, charge and spin) = 36.88 kJ/mol
Calculated total energy = -8136.21783 Ha
HOMO-LUMO gap = 8.691 eV

=====

# C18H41N2OP3RhS

A molecular structure, C18H41N2OP3RhS (ωB97M-V/def2-TZVPD, the OMol25 dataset).

The geometry in XYZ format:
```
67
C18H41N2OP3RhS | the OMol25 dataset | ωB97M-V/def2-TZVPD
Rh 0.073 -0.029 -1.139
P 0.437 -2.076 -2.027
P 2.255 -0.065 0.040
P -2.390 0.249 -1.132
H 1.972 2.179 -1.712
C 0.885 2.284 -1.646
C 0.220 2.431 -0.448
H 0.746 2.449 0.505
C 1.459 -2.032 -3.528
C 1.133 -3.392 -1.005
C -1.160 -2.744 -2.603
C 2.839 1.363 1.044
C 2.730 -1.388 1.247
C 3.571 -0.206 -1.228
C -3.063 1.794 -0.399
C -3.390 -1.014 -0.244
C -3.244 0.288 -2.744
H 0.372 2.561 -2.575
H -0.819 2.756 -0.435
H 0.798 -2.056 -4.402
H 2.109 -2.912 -3.541
H 2.073 -1.131 -3.566
H 0.873 -4.351 -1.472
H 0.720 -3.380 0.006
H 2.223 -3.316 -0.963
H -0.942 -3.642 -3.200
H -1.678 -2.003 -3.227
H -1.788 -3.019 -1.743
H 3.819 1.126 1.483
H 2.144 1.578 1.863
H 2.945 2.255 0.420
H 3.821 -1.345 1.388
H 2.461 -2.384 0.889
H 2.245 -1.231 2.224
H 4.536 0.093 -0.793
H 3.341 0.458 -2.070
H 3.647 -1.237 -1.599
H -4.159 1.777 -0.472
H -2.697 2.661 -0.957
H -2.784 1.889 0.655
H -4.454 -0.811 -0.433
H -3.206 -0.971 0.836
H -3.161 -2.023 -0.597
H -4.317 0.450 -2.587
H -3.102 -0.654 -3.285
H -2.835 1.100 -3.358
C -0.321 1.079 -4.910
C 0.439 0.416 -5.894
C 0.236 0.718 -7.244
C -0.660 1.719 -7.627
C -1.311 2.462 -6.644
C -1.146 2.162 -5.292
O -0.547 0.482 -3.696
H 0.150 0.519 -2.866
H 1.137 -0.347 -5.583
H 0.779 0.150 -7.991
H -0.825 1.924 -8.697
H -1.975 3.273 -6.946
H -1.663 2.743 -4.531
N -0.427 1.173 2.553
C -0.201 -0.143 2.452
N 0.295 -0.775 3.532
S -0.515 -1.070 1.039
H -0.376 1.632 3.468
H -0.900 1.669 1.813
H 0.292 -1.787 3.546
H 0.320 -0.329 4.445
```

Total charge = +3
Energy relative to the best compared isomer or geometry (same formula, charge and spin) = 0.00 kJ/mol
Calculated total energy = -2426.90959 Ha
Spin multiplicity = 5
HOMO-LUMO gap (spin up / spin down) = 6.855 / 3.151 eV

=====

Question: Look up the energy relative to the best compared isomer or geometry (same formula, charge and spin) of the first one.
Answer: 125.46 kJ/mol

=====

Question: Which of these has the lowest calculated total energy?
Answer: C18H41As3AuN2OS

=====

Question: What is the energy relative to the best compared isomer or geometry (same formula, charge and spin) in the first record?
Answer: 125.46 kJ/mol

=====

Question: Which value of calculated total energy does entry 2 give?
Answer: -8136.21783 Ha